{"formula": "C4H6N2O", "method": "ωB97M-V/def2-TZVPD", "e_homo_ev": -7.691, "smiles": "Nc1c[nH]c(O)c1", "fmax_ha_per_bohr": 0.0056, "spin_multiplicity": 1, "de_lowest_kj_mol": 97.2, "orbital_gap_ev": 8.5, "symbols": ["C", "H", "C", "H", "H", "H", "C", "C", "N", "H", "N", "O", "H"], "xyz": [[1.36, 0.08, 0.17], [0.37, 2.05, 0.17], [-0.86, 0.19, -0.10], [-1.08, -2.03, -0.28], [-2.55, 0.56, -1.16], [2.88, 1.14, 0.57], [-0.49, -1.13, -0.14], [0.32, 0.97, 0.10], [0.88, -1.18, 0.03], [-2.80, 0.36, 0.45], [-2.17, 0.76, -0.24], [2.70, 0.22, 0.35], [1.45, -2.01, 0.09]]}


{"formula": "C6H8N2O2", "method": "ωB97M-V/def2-TZVPD", "e_homo_ev": -8.487, "fmax_ha_per_bohr": 0.0952, "spin_multiplicity": 1, "de_lowest_kj_mol": 417.3, "orbital_gap_ev": 9.0, "symbols": ["C", "H", "C", "C", "H", "H", "H", "C", "C", "N", "H", "H", "H", "N", "C", "O", "O", "H"], "xyz": [[-1.62, -0.87, 1.43], [1.39, 3.57, 0.38], [-2.60, -2.55, 0.76], [1.52, 1.79, -0.68], [1.50, 0.86, -2.27], [-1.44, -2.95, -0.93], [2.98, 3.52, -0.62], [0.19, -0.73, -0.33], [-1.71, -2.30, -0.20], [-0.99, -1.19, 0.21], [-1.17, -0.09, 2.10], [-3.21, -3.38, 0.75], [2.63, 2.23, 0.77], [-2.59, -1.63, 1.77], [2.17, 2.93, 0.01], [1.78, 1.66, -1.96], [0.66, -1.07, -1.38], [0.50, 0.19, 0.20]]}


- Number 2 is which compound?
  C6H8N2O2


Copy entry 2 word for word.
{"formula": "C6H8N2O2", "method": "ωB97M-V/def2-TZVPD", "e_homo_ev": -8.487, "fmax_ha_per_bohr": 0.0952, "spin_multiplicity": 1, "de_lowest_kj_mol": 417.3, "orbital_gap_ev": 9.0, "symbols": ["C", "H", "C", "C", "H", "H", "H", "C", "C", "N", "H", "H", "H", "N", "C", "O", "O", "H"], "xyz": [[-1.62, -0.87, 1.43], [1.39, 3.57, 0.38], [-2.60, -2.55, 0.76], [1.52, 1.79, -0.68], [1.50, 0.86, -2.27], [-1.44, -2.95, -0.93], [2.98, 3.52, -0.62], [0.19, -0.73, -0.33], [-1.71, -2.30, -0.20], [-0.99, -1.19, 0.21], [-1.17, -0.09, 2.10], [-3.21, -3.38, 0.75], [2.63, 2.23, 0.77], [-2.59, -1.63, 1.77], [2.17, 2.93, 0.01], [1.78, 1.66, -1.96], [0.66, -1.07, -1.38], [0.50, 0.19, 0.20]]}